This record from the Open Molecules 2025 dataset describes a single C4H9NO2 molecule. The level of theory is ωB97M-V with the def2-TZVPD basis set.

Positions of all 16 atoms, in Å:
C 0.210 0.550 -2.031
C 0.387 -0.024 -0.630
O 1.295 0.797 0.110
C -0.931 -0.062 0.138
C -0.931 -0.673 1.539
N 0.235 -0.603 2.233
O -1.941 -1.190 1.989
H -0.173 1.574 -1.969
H -0.483 -0.050 -2.629
H 1.170 0.579 -2.562
H 0.791 -1.046 -0.698
H 2.140 0.796 -0.357
H -1.321 0.962 0.216
H -1.673 -0.643 -0.419
H 0.223 -0.927 3.188
H 1.001 -0.042 1.884

Calculated values
**F_max**: 0.35 eV/A
**Energy relative to the best compared isomer or geometry (same formula, charge and spin)**: 8.1 kcal per mole
**SMILES**: C[C@@H](O)CC(N)=O
**Calculated total energy**: -363.0727 hartree
**Highest occupied orbital energy**: -9.554 eV
**Gap between HOMO and LUMO**: 10.2 eV